# 1
# C2H20Li4O14S

C2H20Li4O14S as an isolated structure (wB97M-V/def2-TZVPD, the Open Molecules 2025 dataset).

Properties
E_tot: -1569.9808 Eh
HOMO energy: -0.2064 Ha
Largest force on an atom: 0.04614 hartree/bohr

Structure (ORCA input):
```
! wB97M-V def2-TZVPD RIJCOSX def2/J DEFGRID3
* xyz 0 1
Li -20.573 5.907 -7.306
Li -19.669 11.243 -7.747
Li -18.923 8.784 -9.653
Li -21.547 9.473 -6.592
S -18.749 8.286 -6.687
O -19.634 9.465 -6.717
O -18.238 8.084 -8.047
O -17.654 8.533 -5.740
O -19.489 7.103 -6.255
O -22.577 10.738 -10.563
C -23.471 10.869 -9.542
C -22.985 11.502 -8.215
O -21.713 11.177 -7.726
H -23.931 9.868 -9.351
H -24.420 11.390 -9.786
H -23.721 11.424 -7.400
H -22.997 12.592 -8.356
O -15.982 6.320 -5.853
H -16.610 5.617 -5.669
H -16.494 7.143 -5.731
O -20.093 6.523 -3.360
H -20.546 5.674 -3.309
H -19.992 6.699 -4.313
O -21.880 8.935 -4.817
H -22.103 9.545 -4.103
H -22.033 8.060 -4.444
O -18.382 11.367 -4.822
H -19.062 11.306 -4.144
H -18.384 10.501 -5.243
O -17.620 7.712 -3.150
H -17.556 8.025 -4.078
H -18.459 7.218 -3.102
O -19.130 4.372 -7.194
H -18.464 4.064 -7.822
H -18.929 3.905 -6.374
O -15.711 7.794 -8.894
H -15.715 8.615 -9.397
H -16.543 7.803 -8.394
O -15.495 10.111 -6.703
H -15.896 10.838 -6.212
H -16.070 9.349 -6.517
*
```

How positive or negative is each atom? The natural (NBO) charges in e answer that: atom 1 (Li): 0.961, atom 2 (Li): 0.935, atom 3 (Li): 0.864, atom 4 (Li): 0.900, atom 5 (S): 2.662, atom 6 (O): -1.159, atom 7 (O): -1.171, atom 8 (O): -1.056, atom 9 (O): -1.159, atom 10 (O): -0.873, atom 11 (C): -0.064, atom 12 (C): -0.073, atom 13 (O): -1.129, atom 14 (H): 0.049, atom 15 (H): 0.109, atom 16 (H): 0.110, atom 17 (H): 0.123, atom 18 (O): -0.945, atom 19 (H): 0.446, atom 20 (H): 0.482, atom 21 (O): -0.956, atom 22 (H): 0.474, atom 23 (H): 0.491, atom 24 (O): -0.986, atom 25 (H): 0.509, atom 26 (H): 0.497, atom 27 (O): -0.956, atom 28 (H): 0.473, atom 29 (H): 0.482, atom 30 (O): -0.982, atom 31 (H): 0.479, atom 32 (H): 0.472, atom 33 (O): -1.003, atom 34 (H): 0.512, atom 35 (H): 0.502, atom 36 (O): -0.947, atom 37 (H): 0.454, atom 38 (H): 0.480, atom 39 (O): -0.954, atom 40 (H): 0.467, atom 41 (H): 0.482


# 2
# C12H20N2

An isolated molecule of C12H20N2 (wB97M-V/def2-TZVPD, the Open Molecules 2025 dataset).

Properties
E_tot: -578.5858 Eh
ΔE to the lowest compared entry with this formula, charge and spin: 488.9 kJ/mol
Structure (SMILES): C=C=CCNCCCCNCC=C=C
HOMO energy: -0.3138 Ha
Largest force on an atom: 0.05007 hartree/bohr

Structure (ORCA input):
```
! wB97M-V def2-TZVPD RIJCOSX def2/J DEFGRID3
* xyz 0 1
C 3.953 2.065 0.763
C 3.632 0.969 0.095
C 3.314 -0.155 -0.484
C 1.918 -0.669 -0.479
N 1.878 -2.039 -0.005
C 0.640 -2.780 -0.308
C -0.562 -2.247 0.548
C -1.417 -1.307 -0.263
C -2.544 -0.774 0.638
N -3.404 0.180 -0.003
C -2.927 1.547 0.085
C -1.805 1.865 -0.843
C -0.756 2.472 -0.391
C 0.298 3.108 0.003
H 3.839 2.977 0.194
H 4.207 1.927 1.788
H 4.049 -0.561 -1.167
H 1.442 -0.668 -1.502
H 1.261 -0.069 0.186
H 2.718 -2.567 -0.275
H 0.819 -3.799 -0.045
H 0.393 -2.818 -1.362
H -1.217 -3.077 0.837
H -0.184 -1.767 1.460
H -0.895 -0.474 -0.704
H -1.870 -1.886 -1.085
H -3.117 -1.611 1.038
H -2.087 -0.303 1.525
H -4.401 0.091 0.283
H -2.741 1.824 1.125
H -3.816 2.109 -0.180
H -1.897 1.657 -1.901
H 1.015 2.610 0.639
H 0.265 4.168 -0.208
*
```

How positive or negative is each atom? The natural (NBO) charges in e answer that: atom 1 (C): -0.523, atom 2 (C): 0.140, atom 3 (C): -0.316, atom 4 (C): -0.232, atom 5 (N): -0.629, atom 6 (C): -0.211, atom 7 (C): -0.412, atom 8 (C): -0.411, atom 9 (C): -0.212, atom 10 (N): -0.630, atom 11 (C): -0.234, atom 12 (C): -0.319, atom 13 (C): 0.118, atom 14 (C): -0.514, atom 15 (H): 0.231, atom 16 (H): 0.232, atom 17 (H): 0.227, atom 18 (H): 0.170, atom 19 (H): 0.198, atom 20 (H): 0.361, atom 21 (H): 0.196, atom 22 (H): 0.161, atom 23 (H): 0.201, atom 24 (H): 0.211, atom 25 (H): 0.211, atom 26 (H): 0.197, atom 27 (H): 0.191, atom 28 (H): 0.154, atom 29 (H): 0.370, atom 30 (H): 0.176, atom 31 (H): 0.199, atom 32 (H): 0.238, atom 33 (H): 0.235, atom 34 (H): 0.225


# 3
# C3H3N5

An isolated molecule of C3H3N5 (wB97M-V/def2-TZVPD, the Open Molecules 2025 dataset).

Properties
E_tot: -389.7221 Eh
ΔE to the lowest compared entry with this formula, charge and spin: 385.0 kJ/mol
Structure (SMILES): N=c1nnccnn1
HOMO energy: -0.3655 Ha
Largest force on an atom: 0.09526 hartree/bohr

Structure (ORCA input):
```
! wB97M-V def2-TZVPD RIJCOSX def2/J DEFGRID3
* xyz 0 1
N -0.688 -1.937 -0.652
C -0.969 -0.683 -0.669
N -1.662 -0.035 0.397
N -0.986 0.477 1.345
C 0.397 0.616 1.245
C 1.081 0.687 0.072
N 0.599 0.959 -1.164
N -0.506 0.348 -1.610
H -0.293 -2.341 -1.568
H 0.874 1.012 2.291
H 2.154 0.897 0.315
*
```

How positive or negative is each atom? The natural (NBO) charges in e answer that: atom 1 (N): -0.622, atom 2 (C): 0.430, atom 3 (N): -0.121, atom 4 (N): -0.129, atom 5 (C): -0.058, atom 6 (C): -0.089, atom 7 (N): -0.119, atom 8 (N): -0.133, atom 9 (H): 0.372, atom 10 (H): 0.243, atom 11 (H): 0.227


# 4
# C6H10N2

C6H10N2 as an isolated structure (wB97M-V/def2-TZVPD, the Open Molecules 2025 dataset).

Properties
E_tot: -344.0128 Eh
ΔE to the lowest compared entry with this formula, charge and spin: 325.4 kJ/mol
HOMO energy: -0.3252 Ha
Largest force on an atom: 0.05405 hartree/bohr

Structure (ORCA input):
```
! wB97M-V def2-TZVPD RIJCOSX def2/J DEFGRID3
* xyz 0 1
C 1.079 -0.903 0.043
C -0.129 -0.595 -0.734
C -1.443 -0.229 -0.074
C -1.078 0.332 1.285
C -0.297 1.316 0.422
C 0.746 0.494 -0.332
H 2.236 -1.328 -1.633
H 2.936 -1.022 -0.209
H 1.028 -1.207 1.109
H -0.289 -0.982 -1.732
H -2.223 -0.985 -0.403
H -1.932 0.816 1.681
H -0.609 -0.302 2.054
H 0.057 2.222 0.952
H -2.280 1.642 -0.181
H 1.485 0.989 -1.011
N 2.149 -1.484 -0.613
N -1.436 1.227 -0.624
*
```

How positive or negative is each atom? The natural (NBO) charges in e answer that: atom 1 (C): -0.050, atom 2 (C): -0.243, atom 3 (C): -0.065, atom 4 (C): -0.427, atom 5 (C): -0.063, atom 6 (C): -0.271, atom 7 (H): 0.361, atom 8 (H): 0.352, atom 9 (H): 0.194, atom 10 (H): 0.223, atom 11 (H): 0.216, atom 12 (H): 0.203, atom 13 (H): 0.201, atom 14 (H): 0.212, atom 15 (H): 0.331, atom 16 (H): 0.220, atom 17 (N): -0.812, atom 18 (N): -0.584


# 5
# C4H14N4O

C4H14N4O as an isolated structure (wB97M-V/def2-TZVPD, the Open Molecules 2025 dataset).

Properties
E_tot: -454.8628 Eh
ΔE to the lowest compared entry with this formula, charge and spin: 530.4 kJ/mol
HOMO energy (alpha / beta): -0.2412 / -0.2413 Ha
Largest force on an atom: 0.07876 hartree/bohr

Structure (ORCA input):
```
! wB97M-V def2-TZVPD RIJCOSX def2/J DEFGRID3
* xyz 0 1
C 1.805 -0.556 0.120
C -1.293 -0.023 -0.413
C -1.291 1.260 -1.175
C -2.307 -0.208 0.663
N 1.216 -1.436 -0.679
N 0.510 1.636 1.218
N 0.638 -2.510 0.015
N 2.665 0.391 -0.482
O 0.274 0.332 0.751
H 2.148 -0.874 1.109
H -1.151 -0.901 -1.030
H 0.832 1.571 2.182
H 1.245 2.012 0.617
H 0.057 -3.026 -0.634
H 0.120 -2.247 0.854
H 3.641 0.198 -0.296
H 2.520 0.411 -1.485
H -0.459 1.292 -1.878
H -1.225 2.118 -0.505
H -2.228 1.345 -1.740
H -2.393 0.688 1.277
H -3.291 -0.412 0.223
H -2.033 -1.061 1.289
*
```

How positive or negative is each atom? The natural (NBO) charges in e answer that: atom 1 (C): 0.307, atom 2 (C): 0.221, atom 3 (C): -0.689, atom 4 (C): -0.678, atom 5 (N): -0.458, atom 6 (N): -0.539, atom 7 (N): -0.697, atom 8 (N): -0.857, atom 9 (O): -0.495, atom 10 (H): 0.157, atom 11 (H): 0.214, atom 12 (H): 0.347, atom 13 (H): 0.358, atom 14 (H): 0.349, atom 15 (H): 0.329, atom 16 (H): 0.376, atom 17 (H): 0.377, atom 18 (H): 0.230, atom 19 (H): 0.241, atom 20 (H): 0.226, atom 21 (H): 0.227, atom 22 (H): 0.227, atom 23 (H): 0.228